Density functional theory data (ωB97M-V/def2-TZVPD) for one molecule with the formula C5H5N5OS at a distorted geometry.

Output
E_tot (hartree): -940.61964
Orbital gap (eV): 8.1
Spin multiplicity: 1
SMILES: Cc1nonc1-c1n[nH]c(=S)[nH]1
Relative energy (zero: lowest compared OMol25 entry of this formula, charge and spin) (kcal per mole): 25.9

CARTESIAN COORDINATES (ANGSTROEM)
C -0.65 -2.34 -0.13
C -0.15 -1.60 1.11
N 0.25 -2.06 2.23
O 0.92 -1.08 2.93
N 0.82 0.07 2.25
C 0.17 -0.19 1.10
C 0.02 0.66 0.04
N -0.39 0.29 -1.12
N -0.39 1.39 -1.85
C 0.15 2.47 -1.20
S 0.60 3.97 -1.86
N 0.20 2.06 0.09
H -1.57 -2.09 -0.65
H -0.73 -3.52 0.06
H 0.26 -2.06 -0.90
H -0.58 1.53 -2.81
H 1.08 2.50 0.70



Density functional theory data (ωB97M-V/def2-TZVPD) for C33H32N8STl as an isolated structure.

Output
E_tot (hartree): -2285.23170
Orbital gap (eV): 5.9
Spin multiplicity: 1
Total charge: +1
Relative energy (zero: lowest compared OMol25 entry of this formula, charge and spin) (kcal per mole): 7.4

CARTESIAN COORDINATES (ANGSTROEM)
Tl -0.58 -0.19 -0.70
C -4.88 3.23 0.69
C -4.77 1.86 0.50
C -3.54 1.25 0.60
C -2.40 1.99 0.92
C -2.52 3.37 1.12
C -3.76 3.98 1.00
N -1.15 1.36 0.94
C -0.32 1.36 1.97
C -0.66 1.84 3.27
C 0.20 1.69 4.31
C 1.50 1.12 4.14
C 1.90 0.71 2.91
C 1.01 0.79 1.80
N 1.32 0.37 0.58
N 2.50 0.03 0.25
C 2.63 -0.46 -1.03
C 3.92 -0.62 -1.54
C 4.08 -1.09 -2.83
C 2.95 -1.41 -3.58
C 1.71 -1.26 -3.00
N 1.55 -0.79 -1.76
H -5.84 3.72 0.58
H -5.65 1.27 0.27
H -3.43 0.18 0.45
H -1.64 3.95 1.36
H -3.84 5.05 1.14
H -1.64 2.28 3.41
H -0.10 2.01 5.30
H 2.15 1.01 5.00
H 2.87 0.27 2.74
H 4.76 -0.38 -0.90
H 5.07 -1.21 -3.24
H 3.04 -1.79 -4.59
H 0.80 -1.56 -3.51
C -1.39 -1.86 2.23
N -1.36 -1.84 0.77
C -1.85 -2.84 0.12
C -1.92 -2.85 -1.29
C -2.41 -3.81 -2.19
C -2.29 -3.25 -3.46
C -1.75 -1.98 -3.29
N -1.52 -1.73 -1.99
C -0.43 -2.86 2.83
C -0.85 -3.70 3.85
C 0.04 -4.61 4.43
C 1.35 -4.68 3.98
C 1.77 -3.84 2.96
C 0.89 -2.93 2.39
H -2.40 -2.07 2.58
H -1.13 -0.86 2.58
H -2.26 -3.70 0.66
H -2.79 -4.78 -1.92
H -2.58 -3.70 -4.39
H -1.58 -1.22 -4.04
H -1.87 -3.65 4.20
H -0.30 -5.26 5.22
H 2.03 -5.38 4.42
H 2.79 -3.89 2.61
H 1.22 -2.28 1.59
S -1.37 1.70 -2.46
C 0.17 2.43 -2.70
N 0.63 3.33 -1.83
C 1.86 4.08 -2.04
C 2.84 3.20 -2.80
C 2.19 2.72 -4.09
N 0.88 2.15 -3.79
H 0.03 3.54 -1.05
H 2.27 4.36 -1.07
H 1.64 4.99 -2.60
H 3.10 2.34 -2.18
H 3.75 3.75 -3.02
H 2.81 1.95 -4.56
H 2.08 3.55 -4.80
H 0.46 1.52 -4.45



Density functional theory data (ωB97M-V/def2-TZVPD) for a 4-piece molecular cluster, C9H25N3O4 overall at a distorted geometry.

Output
E_tot (hartree): -822.34191
Orbital gap (eV): 10.7
Spin multiplicity: 1
Total charge: +2
Relative energy (zero: lowest compared OMol25 entry of this formula, charge and spin) (kcal per mole): 131.8

CARTESIAN COORDINATES (ANGSTROEM)
C -23.11 -35.25 6.36
C -23.26 -34.05 7.22
O -24.07 -34.05 8.03
N -22.36 -32.85 6.95
H -21.43 -33.05 6.62
H -23.10 -32.61 6.14
C -22.42 -31.74 8.02
H -23.19 -35.10 5.30
H -23.54 -36.00 6.99
H -21.96 -35.44 6.40
H -23.46 -31.37 8.20
H -21.69 -30.88 7.96
H -21.99 -32.21 9.07
C -25.79 -31.28 2.78
C -26.66 -31.92 3.93
O -27.88 -31.72 3.91
N -25.81 -32.90 4.73
H -25.25 -33.51 4.04
H -24.98 -32.39 4.92
C -26.43 -33.55 5.93
H -24.71 -31.41 2.90
H -26.02 -30.27 2.86
H -26.09 -31.75 1.89
H -27.47 -33.99 5.69
H -26.29 -32.99 6.81
H -25.82 -34.54 5.95
C -20.58 -29.97 4.54
C -20.52 -31.20 3.56
O -19.77 -31.28 2.65
N -21.42 -32.41 3.93
H -20.78 -32.76 4.62
H -22.29 -32.19 4.20
C -21.66 -33.45 2.87
H -19.42 -29.65 4.81
H -21.02 -30.20 5.51
H -20.80 -29.04 3.87
H -22.36 -34.11 3.11
H -20.68 -33.71 2.84
H -22.13 -33.08 1.97
O -23.53 -31.67 5.04
H -24.02 -30.92 5.05



Density functional theory data (ωB97M-V/def2-TZVPD) for C25H41AsCeN13OS5 as an isolated structure.

Output
E_tot (hartree): -6466.41531
Orbital gap (eV): 4.4
Spin multiplicity: 2
Expectation value of S²: 0.751
Total charge: -2
Relative energy (zero: lowest compared OMol25 entry of this formula, charge and spin) (kcal per mole): 17.6

CARTESIAN COORDINATES (ANGSTROEM)
Ce -0.22 -2.57 -0.42
C 2.22 3.58 3.61
C 2.64 2.14 3.87
C 4.14 1.99 3.57
C 2.38 1.81 5.34
C 1.88 1.15 2.98
C 2.00 -0.22 3.18
C 1.40 -1.11 2.31
N 0.66 -0.70 1.29
C 0.44 0.61 1.13
C 1.08 1.56 1.92
C -0.61 0.99 0.13
C -1.24 2.22 0.19
C -2.33 2.49 -0.64
C -2.70 1.49 -1.53
C -2.02 0.28 -1.53
N -1.00 0.03 -0.72
C -3.09 3.80 -0.47
C -4.24 3.92 -1.48
C -2.14 4.98 -0.67
C -3.68 3.84 0.95
H 2.75 4.24 4.30
H 1.15 3.73 3.77
H 2.47 3.90 2.60
H 4.72 2.67 4.20
H 4.35 2.22 2.53
H 4.48 0.97 3.76
H 2.88 2.54 5.98
H 2.75 0.83 5.62
H 1.31 1.84 5.57
H 2.58 -0.62 4.00
H 1.48 -2.18 2.42
H 0.92 2.61 1.72
H -0.95 2.94 0.94
H -3.55 1.60 -2.19
H -2.32 -0.53 -2.18
H -3.88 3.89 -2.51
H -4.74 4.88 -1.33
H -4.97 3.13 -1.34
H -1.70 4.97 -1.67
H -1.32 4.96 0.05
H -2.68 5.92 -0.54
H -4.33 2.98 1.12
H -4.26 4.75 1.08
H -2.90 3.82 1.70
N 2.72 -2.78 0.22
C 3.89 -1.93 0.36
C 4.16 -1.12 -0.89
C 3.08 -0.13 -1.28
N 1.84 -0.78 -1.68
H 2.70 -3.46 0.99
H 2.87 -3.42 -0.57
H 4.79 -2.51 0.60
H 3.74 -1.23 1.20
H 4.32 -1.81 -1.73
H 5.10 -0.57 -0.76
H 3.48 0.52 -2.08
H 2.86 0.53 -0.43
H 2.00 -1.53 -2.35
H 1.19 -0.15 -2.13
S 3.16 -5.99 0.61
As 1.09 -5.82 0.02
S 0.97 -4.64 -1.89
S 0.05 -4.50 1.52
S -0.01 -7.61 -0.20
N -4.28 -2.78 0.09
C -3.58 -1.94 0.94
N -4.20 -1.09 1.75
N -3.19 -0.48 2.41
N -2.06 -0.94 2.01
N -2.26 -1.89 1.06
C -3.83 -3.09 -1.18
N -4.66 -3.39 -2.16
N -3.84 -3.66 -3.20
N -2.62 -3.46 -2.86
N -2.55 -3.13 -1.54
H -5.28 -2.64 0.13
C -0.42 -3.44 -5.03
S -0.90 -1.88 -4.30
C 0.12 -0.81 -5.32
O -0.18 -1.83 -2.98
H 0.63 -3.59 -4.80
H -0.61 -3.40 -6.10
H -1.02 -4.20 -4.54
H -0.26 -0.80 -6.34
H 1.15 -1.16 -5.30
H 0.06 0.19 -4.89



> spin multiplicity of number 4 (C25H41AsCeN13OS5)?

2



> Which value of orbital gap does entry 3 give?

10.7 eV



> Which of these has the lowest orbital gap?

C25H41AsCeN13OS5